28
Properties=species:S:1:pos:R:3 method="wB97M-V/def2-TZVPD" homo_energy_ha=-0.28861 energy_ha=-558.0492 multiplicity=1 de_lowest_ev=2.6307 homo_lumo_gap_ev=8.7
C -3.052 -0.392 0.088
C -2.448 -0.661 -1.376
N -1.955 -2.059 -1.514
C -1.310 0.341 -1.717
C -0.093 0.127 -0.775
C 0.765 -0.963 -1.006
C 1.886 -1.175 -0.226
C 2.252 -0.056 0.578
C 1.542 1.158 0.691
C 0.342 1.291 -0.029
C 2.168 1.841 1.928
C 3.225 0.784 2.424
O 3.393 -0.169 1.372
H -3.781 -1.264 0.307
H -3.566 0.731 0.154
H -2.192 -0.449 0.894
H -3.081 -0.292 -2.250
H -2.119 -2.282 -2.536
H -2.674 -2.529 -1.015
H -0.973 0.071 -2.685
H -1.664 1.411 -1.696
H 0.431 -1.703 -1.803
H 2.471 -2.097 -0.222
H -0.427 2.106 0.141
H 2.404 2.721 1.426
H 1.317 1.946 2.743
H 4.247 1.187 2.766
H 2.892 0.378 3.334